Entry 1:
Molecular formula: C21H21N4O3
Method: DFT, ωB97M-V/def2-TZVPD

```
49
Properties=species:S:1:pos:R:3:forces:R:3
C 7.222 0.298 -0.584 0.20 -0.13 -0.04
H 8.031 0.993 -0.801 -0.03 -0.10 0.01
H 7.464 -0.266 0.322 -0.02 0.01 -0.03
H 7.101 -0.391 -1.425 -0.01 0.02 0.03
O 6.074 1.098 -0.402 -0.22 0.21 0.03
C 4.902 0.497 -0.099 -0.27 -0.15 0.13
C 4.707 -0.873 0.038 0.34 0.24 -0.09
C 3.455 -1.370 0.363 -0.40 0.05 0.04
C 2.368 -0.532 0.556 0.11 -0.05 0.02
C 2.560 0.851 0.405 0.19 -0.37 -0.13
C 3.811 1.347 0.089 0.09 -0.18 -0.04
H 3.965 2.409 -0.009 -0.01 0.17 -0.05
N 1.515 1.765 0.641 0.48 0.25 0.36
C 0.250 1.649 0.232 -1.06 0.18 -0.23
N -0.650 2.480 0.731 0.68 0.10 0.31
C -1.917 2.371 0.339 -0.33 -0.60 -0.60
C -2.895 3.240 0.875 -0.24 0.03 -0.04
C -4.202 3.113 0.504 0.28 0.09 0.14
C -4.606 2.128 -0.420 0.01 -0.31 -0.29
C -3.695 1.274 -0.971 -0.23 0.08 0.01
C -2.336 1.370 -0.606 0.16 0.37 0.27
C -1.272 0.588 -1.063 0.57 0.53 0.34
N -0.035 0.705 -0.705 -0.30 -0.23 -0.58
N -1.472 -0.535 -2.015 0.05 0.38 -0.08
H -0.645 -0.557 -2.624 -0.19 0.12 0.02
H -2.325 -0.387 -2.567 0.26 -0.09 0.03
C -1.551 -1.840 -1.261 -0.28 -0.48 0.71
C -2.741 -1.863 -0.375 -0.48 -0.33 -0.59
C -4.027 -2.284 -0.576 0.69 0.12 0.04
C -4.725 -2.001 0.620 0.26 0.26 0.37
C -3.816 -1.425 1.455 -0.89 -0.23 -0.09
O -2.618 -1.335 0.866 0.62 0.06 -0.02
H -3.901 -1.056 2.457 0.11 0.08 0.16
H -5.755 -2.203 0.825 -0.23 -0.03 0.12
H -4.423 -2.752 -1.454 -0.03 -0.13 -0.24
H -0.640 -1.894 -0.659 0.03 0.05 -0.22
H -1.589 -2.657 -1.982 0.03 0.15 -0.01
H -4.024 0.525 -1.680 -0.09 -0.04 -0.01
H -5.647 2.058 -0.694 -0.09 -0.03 -0.05
H -4.948 3.774 0.918 -0.04 0.08 0.06
H -2.570 3.987 1.579 0.03 0.09 0.09
H 1.715 2.569 1.220 -0.12 -0.11 -0.04
O 1.112 -0.970 0.905 0.25 0.17 0.05
C 1.013 -2.231 1.533 -0.01 -0.15 0.16
H -0.001 -2.284 1.931 0.05 -0.05 -0.01
H 1.169 -3.055 0.828 0.02 0.03 0.02
H 1.727 -2.324 2.355 0.00 -0.02 -0.02
H 3.345 -2.437 0.480 -0.05 -0.10 0.02
H 5.519 -1.568 -0.094 0.11 -0.04 -0.02
```
Forces are in eV/Å.

Computed properties:
energy above the lowest of the compared OMol25 structures with the same formula, charge and spin	50.4	kJ/mol
SMILES	COc1ccc(OC)c(Nc2nc([NH2+]Cc3ccco3)c3ccccc3n2)c1
charge	+1

Mulliken population analysis, charges in e, atoms 1 to 8: -0.857 0.242 0.353 0.347 -0.444 0.492 -0.593 -0.855



Entry 2:
Molecular formula: C21H21N4O5S
Method: DFT, ωB97M-V/def2-TZVPD

```
52
Properties=species:S:1:pos:R:3:forces:R:3
C -6.415 0.896 0.334 1.06 0.10 0.49
N -5.408 1.233 1.341 -0.54 -0.34 0.57
C -5.654 2.507 2.020 0.60 -0.90 -0.48
C -4.084 0.688 1.277 0.15 0.17 -0.18
C -3.161 1.114 0.309 -0.84 -0.26 0.54
C -1.886 0.619 0.292 0.74 -0.41 0.19
C -1.452 -0.320 1.242 -0.84 0.41 -0.01
C -0.066 -0.779 1.259 0.63 0.63 -0.13
C 1.055 -0.009 1.176 -0.46 0.05 0.09
C 2.353 -0.671 1.065 0.22 -1.33 -0.33
O 2.432 -1.884 0.973 0.49 0.71 0.27
N 3.515 0.129 1.051 -0.97 0.29 0.18
C 4.776 -0.593 1.045 0.45 -0.33 -0.12
C 3.476 1.506 1.060 0.25 0.16 -0.03
S 4.862 2.399 0.974 0.25 0.40 0.03
N 2.256 2.142 1.154 -0.42 -1.01 0.03
C 2.176 3.588 1.264 0.04 0.49 -0.10
C 1.035 1.449 1.278 -0.86 0.62 -0.03
O 0.013 2.078 1.485 0.52 0.02 0.11
C -2.394 -0.784 2.174 1.21 -0.10 -0.47
C -3.667 -0.283 2.199 -0.97 0.73 -0.31
H -6.162 -0.049 -0.137 0.04 -0.08 -0.03
H -7.391 0.797 0.802 -0.21 0.03 0.08
H -6.465 1.666 -0.431 -0.18 0.21 -0.39
H -4.841 2.717 2.709 0.06 0.01 0.07
H -5.713 3.318 1.297 -0.07 0.43 -0.14
H -6.583 2.461 2.581 -0.22 0.03 0.08
H -3.469 1.856 -0.405 -0.06 0.20 -0.27
H -1.179 0.965 -0.441 0.11 -0.05 -0.27
H 0.100 -1.843 1.336 0.12 -0.21 -0.06
H 5.625 0.089 1.064 -0.40 0.01 -0.03
H 4.826 -1.240 1.919 -0.11 -0.08 0.03
H 4.836 -1.217 0.156 -0.07 -0.04 -0.05
H 1.133 3.902 1.248 0.14 -0.35 -0.02
H 2.616 3.909 2.206 0.16 0.07 -0.02
H 2.699 4.061 0.436 0.12 -0.09 0.10
H -2.090 -1.519 2.900 0.05 -0.20 0.19
H -4.374 -0.617 2.939 -0.15 -0.09 0.14
O 1.201 -5.334 -2.937 0.99 0.40 -0.38
N 2.227 -4.773 -3.338 -0.18 -0.93 0.00
O 3.185 -5.384 -3.817 -0.77 0.38 0.40
C 2.300 -3.319 -3.247 0.23 0.79 -0.11
C 3.417 -2.659 -3.740 0.96 -0.94 -0.50
C 3.491 -1.278 -3.688 -0.01 -0.28 0.02
C 2.462 -0.552 -3.158 0.05 -0.12 0.05
C 1.296 -1.194 -2.651 0.44 -0.15 -0.26
O 0.346 -0.539 -2.195 -1.59 1.08 1.04
C 1.259 -2.616 -2.706 -0.19 -0.49 0.09
H 4.218 -3.244 -4.164 0.07 0.00 -0.04
H 4.364 -0.775 -4.074 0.21 0.03 -0.10
H 2.504 0.522 -3.116 -0.07 0.30 0.04
H 0.398 -3.138 -2.322 -0.15 0.06 0.05
```
Forces are in eV/Å.

Computed properties:
energy above the lowest of the compared OMol25 structures with the same formula, charge and spin	0.0	kJ/mol
charge	-1

Mulliken population analysis, charges in e, atoms 1 to 8: -1.007 0.157 -0.993 0.028 -0.337 -0.628 0.373 -0.646



Entry 3:
Molecular formula: C21H21N5O3S
Method: DFT, ωB97M-V/def2-TZVPD

```
51
Properties=species:S:1:pos:R:3:forces:R:3
C -2.602 2.780 2.259 -0.05 -0.01 -0.21
H -2.669 1.929 2.934 -0.02 -0.05 0.09
H -3.597 3.199 2.127 -0.12 0.07 0.07
H -1.965 3.533 2.714 0.04 0.08 0.10
C -2.021 2.346 0.912 0.05 0.06 0.22
C -0.652 1.752 1.079 -0.11 0.17 -0.11
C -0.467 0.387 1.118 0.23 0.29 0.18
C 0.789 -0.197 1.281 0.31 0.35 0.14
C 1.888 0.651 1.484 -0.36 -0.10 -0.08
C 1.717 2.031 1.427 0.11 0.26 0.05
C 0.467 2.587 1.216 0.05 -0.58 0.07
O 0.226 3.931 1.169 -0.06 -0.10 -0.05
C 1.321 4.804 1.143 -0.03 0.07 -0.09
C 2.204 4.586 -0.091 0.14 -0.02 0.17
O 1.790 4.180 -1.153 -0.23 -0.01 -0.10
N 3.507 4.903 0.102 0.52 0.00 -0.03
H 3.838 5.363 0.937 -0.20 -0.02 -0.13
N 4.424 4.910 -0.970 -0.02 -0.05 -0.06
H 4.906 4.009 -1.004 -0.31 0.17 0.04
H 3.873 4.979 -1.827 0.09 -0.02 0.24
H 1.915 4.734 2.065 -0.05 0.01 -0.10
H 0.884 5.806 1.078 0.14 -0.12 0.04
H 2.601 2.633 1.563 0.10 0.08 0.02
O 3.136 0.194 1.730 0.06 0.04 -0.07
H 3.081 -0.773 1.859 0.04 0.08 0.08
C 0.973 -1.640 1.255 -0.03 -0.69 -0.03
N 1.944 -2.206 1.960 0.16 0.43 0.26
N 1.855 -3.524 1.753 -0.25 -0.15 -0.29
C 0.850 -3.853 0.922 -0.04 0.38 0.02
C 0.245 -2.653 0.550 0.77 -0.29 0.71
C -0.785 -2.488 -0.430 -0.72 -0.71 -0.59
N -1.085 -1.389 -1.009 0.70 0.51 0.31
C -2.086 -1.512 -1.916 -0.77 -0.75 -0.49
C -2.621 -0.479 -2.682 0.05 -0.06 0.06
C -3.643 -0.767 -3.560 -0.01 0.10 -0.03
C -4.141 -2.062 -3.689 -0.07 -0.12 -0.04
C -3.627 -3.102 -2.938 -0.07 -0.05 -0.07
C -2.601 -2.822 -2.053 0.24 0.29 0.15
S -1.758 -3.894 -0.980 0.09 0.56 0.02
H -4.010 -4.106 -3.036 -0.08 -0.08 -0.05
H -4.941 -2.259 -4.386 -0.07 -0.01 -0.06
H -4.069 0.024 -4.160 -0.03 0.07 -0.05
H -2.223 0.516 -2.569 0.04 0.14 -0.01
C 0.573 -5.261 0.556 -0.04 -0.07 -0.03
H -0.406 -5.565 0.925 0.00 -0.10 0.03
H 0.566 -5.380 -0.527 0.05 -0.07 -0.02
H 1.329 -5.918 0.980 0.01 -0.08 0.00
H 2.500 -4.148 2.212 -0.10 0.10 -0.08
H -1.329 -0.252 1.023 -0.07 0.01 -0.02
H -2.681 1.609 0.450 0.02 0.02 -0.08
H -1.953 3.215 0.257 -0.10 -0.05 -0.09
```
Forces are in eV/Å.

Computed properties:
energy above the lowest of the compared OMol25 structures with the same formula, charge and spin	108.5	kJ/mol
SMILES	CCc1cc(-c2n[nH]c(C)c2-c2nc3ccccc3s2)c(O)cc1OCC(=O)NN
charge	0

Mulliken population analysis, charges in e, atoms 1 to 8: -1.185 0.332 0.345 0.320 -0.953 0.015 -0.458 0.207



Entry 4:
Molecular formula: C21H21N7O4ReS2
Method: DFT, ωB97M-V/def2-TZVPD

```
56
Properties=species:S:1:pos:R:3:forces:R:3
Re -0.935 -0.155 0.602 -1.60 1.10 -0.34
N 5.233 3.685 -2.695 -0.64 -0.80 -0.07
C 4.366 2.723 -2.295 0.45 0.51 0.01
C 4.808 1.381 -2.003 -0.05 0.20 -0.14
C 3.948 0.541 -1.341 0.35 0.37 -0.49
C 2.609 0.965 -1.107 1.11 -0.33 0.84
C 2.171 2.276 -1.366 0.59 1.30 -1.38
C 3.023 3.150 -2.048 0.01 -1.53 0.90
S 1.688 -0.144 -0.261 -1.83 2.54 -0.20
O 2.303 -1.396 -0.093 0.50 -0.76 0.93
O 0.315 -0.257 -0.992 0.07 -0.63 0.05
N 0.826 0.624 1.035 1.46 -1.16 -1.41
C 0.669 1.029 2.334 1.98 0.78 0.57
N 1.565 1.685 3.106 -2.13 -1.25 -0.15
C 0.984 2.070 4.260 0.91 0.83 -0.37
C -0.363 1.988 4.556 -0.95 -0.69 -0.02
C -1.168 1.218 3.740 -0.79 0.02 0.57
N -0.605 0.709 2.626 -1.37 -0.26 0.22
H 6.190 3.472 -2.823 0.82 -0.27 -0.19
H 4.926 4.553 -3.094 -0.22 0.12 0.12
H 5.801 0.973 -2.304 -0.77 0.84 0.41
H 4.345 -0.419 -0.995 -0.56 0.26 -0.30
H 1.190 2.646 -1.097 -0.18 -0.31 0.12
H 2.778 4.180 -2.310 -0.25 -0.40 0.26
H 1.621 2.563 4.983 0.25 0.01 -0.10
H -0.798 2.441 5.431 0.20 0.01 0.22
H -2.244 0.988 4.039 1.59 0.26 -0.88
C -5.065 0.044 -1.003 0.76 -0.77 -0.15
C -3.719 0.286 -0.476 1.53 1.15 0.80
N -2.989 -0.605 0.138 -0.22 -0.97 0.09
O -3.716 -1.768 0.479 1.67 -1.49 -0.79
C -3.036 1.575 -0.643 0.85 -0.32 0.07
C -3.650 2.804 -1.219 -0.74 -2.08 -0.42
N -1.767 1.655 -0.178 -1.29 -0.38 0.17
O -1.167 2.760 -0.177 0.36 -0.56 0.03
H -4.803 -0.006 -2.049 -0.47 0.10 -0.92
H -5.722 0.869 -0.842 -0.54 0.39 0.13
H -5.443 -0.937 -0.736 -0.22 0.31 0.24
H -3.202 -2.550 0.076 -1.05 1.59 0.84
H -4.130 3.294 -0.417 -0.92 0.90 0.84
H -4.376 2.543 -2.015 0.47 0.40 0.43
H -2.866 3.427 -1.530 0.91 0.92 -0.80
S 0.748 -3.984 2.535 -0.39 0.13 -1.21
C 0.031 -2.462 2.315 0.32 -0.33 -0.03
N -0.367 -2.157 1.100 -0.16 0.07 0.17
C -0.192 -3.236 0.201 0.62 0.01 1.39
C -0.553 -3.304 -1.113 -0.16 -2.93 0.37
C -0.484 -4.560 -1.747 0.89 1.50 -0.22
C 0.223 -5.599 -1.171 0.29 -2.08 -0.12
C 0.707 -5.490 0.124 0.40 -0.21 -0.53
C 0.437 -4.329 0.803 0.17 0.50 1.50
H -0.070 -1.773 3.144 0.04 -0.05 -0.09
H -1.057 -2.531 -1.543 -1.11 2.15 -1.45
H -0.781 -4.605 -2.776 -0.34 -0.24 -0.24
H 0.399 -6.602 -1.685 -0.35 1.73 0.48
H 1.366 -6.249 0.517 -0.28 -0.19 0.27
```
Forces are in eV/Å.

Computed properties:
energy above the lowest of the compared OMol25 structures with the same formula, charge and spin	83.0	kJ/mol
2S+1	4
charge	+2

Mulliken population analysis, charges in e, atoms 1 to 8: 1.283 -0.415 1.099 -0.763 -0.446 0.071 -0.319 -1.083



| no. | DFT total energy (Ha) |
| --- | --- |
| 1 | -1257.335924 |
| 2 | -1806.219366 |
| 3 | -1710.546780 |
| 4 | -2371.057740 |